No. 1
Computed, not measured: C15H25INO5P2Ru as an isolated structure in a non-equilibrium geometry, with wB97M-V/def2-TZVPD.

Calculated values
- Orbital gap (spin up / spin down): 7.068 / 5.079 eV
- ⟨S²⟩: 8.80
- Spin multiplicity: 6
- Net charge: +2
- Relative energy (zero: lowest compared OMol25 entry of this formula, charge and spin): 86.27 kJ/mol

Geometry as XYZ:
```
50
C15H25INO5P2Ru (wB97M-V/def2-TZVPD)
P 0.20 2.33 0.00
H 2.51 2.35 0.72
C -1.79 0.67 4.66
O -2.87 -1.75 2.95
H -0.06 -2.29 4.81
C -1.81 0.19 0.47
C 0.40 3.13 -1.63
H -1.44 0.88 -2.12
H -0.57 -3.09 -2.19
H 1.40 -2.91 2.04
H 0.51 -1.38 7.06
C -0.14 -0.83 6.39
C -1.22 -3.34 0.72
H 0.65 -4.26 -1.47
O 0.50 0.33 8.77
H -0.52 3.01 -2.22
O -0.80 -1.15 2.16
C -1.21 3.19 0.77
H -1.08 -4.43 0.68
H -2.13 2.97 0.22
P 0.18 -2.35 0.01
I 1.44 0.33 2.64
C -0.67 0.41 6.77
H 1.85 -4.02 0.69
H 1.85 4.01 0.64
C -1.26 -0.56 4.28
H -2.47 1.20 3.99
O -2.92 0.27 0.84
O -0.72 2.09 8.37
C -1.51 1.16 5.92
C -0.76 0.01 -1.96
H -1.90 2.11 6.26
H 2.49 -2.33 0.76
C 1.64 2.98 0.93
N -0.27 0.98 8.04
H -2.13 -2.99 0.22
H 1.43 2.92 2.01
H -1.30 -0.94 -2.17
H 1.20 -2.67 -2.17
C -1.74 -1.23 3.02
C 0.38 -3.19 -1.63
H -1.35 -3.10 1.78
C -0.44 -1.31 5.13
C 1.63 -2.97 0.97
H -1.04 4.28 0.77
H 0.62 4.20 -1.50
Ru -0.06 0.06 -0.02
H 0.11 0.11 -2.64
H -1.32 2.86 1.81
H 1.23 2.65 -2.15
```

***

No. 2
Computed, not measured: one molecule with the formula C2H7NO2S in a non-equilibrium geometry, with wB97M-V/def2-TZVPD.

Calculated values
- Orbital gap: 10.436 eV
- Relative energy (zero: lowest compared OMol25 entry of this formula, charge and spin): 229.28 kJ/mol

Geometry as XYZ:
```
13
C2H7NO2S (wB97M-V/def2-TZVPD)
C 1.76 -0.40 0.62
O -0.18 0.50 -0.52
H 1.44 -0.04 1.58
H -1.54 2.53 -1.23
H -2.86 1.44 -1.08
H 2.54 0.16 0.05
N -2.25 2.15 -0.58
S -1.38 1.40 0.64
O -2.26 0.51 1.31
H 1.08 -0.83 -1.37
H 0.02 -1.57 -0.26
H 2.28 -1.32 0.90
C 0.59 -0.67 -0.34
```

***

No. 3
Computed, not measured: a 5-piece molecular cluster, C26H46NO9P overall in a non-equilibrium geometry, with wB97M-V/def2-TZVPD.

Calculated values
- Orbital gap: 6.042 eV
- SMILES string: CC(C)=CCC[C@H](C)CCC1=C(P(=N)(O)O)C(=O)OC1=O.CC(C)=O.CC(C)=O.CC(C)=O.CC(C)=O

Geometry as XYZ:
```
83
C26H46NO9P (wB97M-V/def2-TZVPD)
H 4.10 2.67 -0.75
C 1.75 -7.77 -5.42
H 0.36 2.64 0.24
C 0.23 -6.71 1.90
H -0.51 -6.20 1.27
H -4.31 4.20 6.00
O -0.34 -3.60 -0.66
C 0.22 -0.28 -1.68
H -2.68 3.58 6.35
H -2.84 9.56 0.58
C -3.45 6.02 3.98
H -1.42 1.60 -0.88
H 0.13 -4.48 -0.65
O -1.92 -3.40 -2.95
O 1.28 -1.41 -4.97
C -0.68 1.85 2.17
C -3.24 4.45 6.01
O 1.36 1.99 -2.05
C 0.83 0.98 -2.52
H 1.48 -5.70 -5.91
H 1.97 2.08 3.04
H -2.46 0.10 -0.46
C -2.08 9.02 0.02
H -0.50 -1.26 0.27
H -0.15 -7.70 2.15
H -1.11 2.54 2.99
H 2.97 -7.56 -7.16
H 2.40 -8.54 2.09
N 0.63 -4.12 -3.08
H -2.91 -0.68 1.78
H 3.53 -7.54 1.17
C -1.56 0.75 -0.13
H 0.37 3.84 1.65
H 1.36 -3.54 -3.53
C 2.67 -7.51 1.83
H 0.62 0.18 0.45
H 2.51 3.61 -0.37
C 2.93 1.89 0.97
H -1.11 9.17 0.49
H -3.27 6.92 4.59
C 2.98 -8.10 -6.22
P -0.36 -3.13 -2.30
H 3.88 -7.86 -5.64
H -1.86 5.60 -0.66
H -0.49 6.67 -0.29
H 2.99 -9.17 -6.43
C 1.52 -6.84 1.13
C 0.79 -0.81 -4.00
C -0.27 -0.21 -0.14
H -3.87 0.84 2.36
H 4.25 0.41 -0.10
C 1.86 2.20 1.90
C 3.52 0.39 0.80
H 2.39 -6.00 -4.39
H -4.52 5.84 3.88
H -2.00 -2.87 -3.78
C 0.22 -1.37 -2.60
H 2.94 -6.96 2.73
H 4.01 3.85 0.75
C 3.46 3.13 0.07
H 0.39 -6.12 2.80
C -1.49 6.63 -0.74
C -1.93 1.36 1.30
O -3.41 7.13 0.57
H -0.17 1.00 2.76
C -2.42 7.55 0.00
C 0.41 2.72 1.38
O 0.54 0.61 -3.87
H 2.72 -0.38 0.54
O 1.63 -6.41 0.00
C 1.55 -6.33 -5.01
C -2.83 0.37 2.22
H 0.63 -6.23 -4.44
H -1.45 6.91 -1.79
H -3.02 6.18 2.99
H -3.06 5.28 6.70
H -2.07 9.40 -1.01
O -1.92 4.21 4.05
C -2.79 4.83 4.63
H -2.33 0.36 3.27
H 4.08 0.01 1.72
H -2.59 2.28 1.11
O 0.94 -8.62 -5.11
```

***

No. 4
Computed, not measured: a 13-piece molecular cluster, C32H49BCl24NO8P overall in a non-equilibrium geometry, with wB97M-V/def2-TZVPD.

Calculated values
- Orbital gap: 6.688 eV

Geometry as XYZ:
```
116
C32H49BCl24NO8P (wB97M-V/def2-TZVPD)
C 12.69 -3.18 -8.66
H -6.57 -3.87 3.95
Cl -7.05 -4.38 -4.05
C -3.37 0.61 0.89
H -6.53 -6.25 -5.40
C -3.24 2.92 2.28
H -7.81 1.20 1.16
H -8.50 3.55 6.18
H 3.63 0.21 0.26
N -4.41 3.21 5.51
O -3.87 -0.63 0.81
Cl 12.56 -0.32 -4.97
C -6.71 -0.99 -0.99
Cl 2.63 -1.60 2.34
Cl 6.11 -1.01 1.60
H -3.21 -2.43 -1.00
H 2.56 0.39 3.60
H -0.29 -4.05 0.91
H -5.54 -2.60 3.26
H 6.37 5.52 0.72
Cl 5.84 1.29 4.50
H -6.01 3.25 0.95
Cl 3.70 1.17 -6.54
H 4.92 5.24 1.74
C 1.85 -0.41 3.37
H 12.41 -2.14 -8.49
C -6.48 0.63 -0.63
C -6.65 0.98 0.96
O 0.62 4.93 1.80
H 0.55 5.26 0.85
Cl 11.51 -4.23 -7.85
Cl 7.32 -0.28 -0.95
H -3.85 1.61 8.58
C 0.28 0.27 -1.43
H 6.49 1.77 -3.35
H -0.12 -4.09 -0.97
H -5.83 -1.50 -3.08
C 11.40 0.73 -5.79
O 3.10 2.09 -2.45
C -5.53 -1.61 -1.95
H 1.53 -0.89 4.29
H -2.25 -4.40 -2.15
H 1.47 0.92 -5.81
H 3.33 1.31 -3.04
Cl -7.66 -2.68 2.22
C 7.25 0.58 5.30
C -4.12 1.92 1.54
C 0.73 2.26 0.68
H -6.05 2.41 2.63
H -4.09 -3.40 0.36
H 2.95 4.46 0.00
H -7.35 1.22 -1.19
Cl -8.19 2.19 4.28
Cl 12.72 -3.50 -10.39
H -6.43 -0.04 1.55
H 10.39 0.45 -5.48
O -1.99 -4.91 -0.09
H -5.13 -3.81 -2.71
O -1.00 3.07 3.57
Cl 7.94 0.48 -4.70
C -6.25 -3.39 3.03
C -3.87 -3.41 -0.81
C 7.29 0.03 0.79
H -7.98 -6.53 -4.39
Cl 6.93 4.81 2.91
H 13.68 -3.37 -8.24
C -1.27 0.00 -0.97
C -4.94 1.58 8.71
Cl 8.03 -0.62 4.27
C -1.81 0.87 0.33
H 0.73 -0.31 -2.36
C 6.36 1.10 -4.21
H -5.42 2.21 7.96
H -5.46 1.04 -1.05
H 11.59 1.76 -5.51
H -6.13 -3.62 -1.03
C -0.86 1.97 1.15
Cl -5.48 -0.09 8.49
H 7.01 1.07 0.96
C 5.94 5.66 1.72
O -3.90 4.11 2.90
H -1.23 -2.80 -0.14
Cl 5.85 7.39 2.08
O 3.93 1.02 -0.29
H 5.92 1.66 -5.04
C -4.16 3.65 4.30
Cl -5.97 -6.96 -3.22
Cl -5.35 2.17 10.32
H 8.28 -0.16 1.21
H -1.90 -0.77 -1.58
Cl 11.52 0.57 -7.55
H -6.90 -1.60 -0.01
H 1.96 -0.37 -6.95
P 1.70 3.52 1.69
Cl -5.47 -4.59 1.99
C -2.93 -4.68 -1.23
C 2.27 0.23 -6.09
C -5.24 -3.22 -1.69
C -8.22 2.51 6.02
B 2.78 1.49 -1.12
Cl 0.44 0.30 2.57
C -6.96 -6.11 -4.41
H -4.58 -0.93 -1.79
H 7.96 1.37 5.53
C 1.23 1.36 -0.59
H -7.23 2.32 6.43
H -3.52 -5.69 -1.35
H -7.72 -1.05 -1.61
C -5.73 2.23 1.50
C -1.59 2.69 2.43
O 3.12 4.15 0.94
Cl 2.61 -0.85 -4.73
Cl -9.40 1.46 6.83
C -0.90 -3.92 -0.11
Cl 5.27 -0.21 -3.76
H 6.93 0.10 6.23
```

***

No. 5
Computed, not measured: CH5MnO2 as an isolated structure in a non-equilibrium geometry, with wB97M-V/def2-TZVPD.

Calculated values
- Orbital gap (spin up / spin down): 8.961 / 8.574 eV
- ⟨S²⟩: 8.76
- Spin multiplicity: 6
- Net charge: +1

Geometry as XYZ:
```
9
CH5MnO2 (wB97M-V/def2-TZVPD)
H 0.22 -2.29 1.15
C 0.93 -1.75 0.48
O 0.37 -0.61 -0.06
Mn -0.16 1.03 0.24
H -1.53 3.17 -0.34
H 1.23 -2.47 -0.31
H 1.84 -1.54 1.07
O -1.19 2.34 -0.71
H -1.70 2.12 -1.52
```

***

No. 6
Computed, not measured: a 6-piece molecular cluster, H12O6 overall in a non-equilibrium geometry, with wB97M-V/def2-TZVPD.

Calculated values
- Orbital gap: 11.271 eV
- SMILES string: O.O.O.O.O.O
- Relative energy (zero: lowest compared OMol25 entry of this formula, charge and spin): 102.48 kJ/mol

Geometry as XYZ:
```
18
H12O6 (wB97M-V/def2-TZVPD)
O 2.65 -0.89 0.77
H 0.12 1.25 0.78
O -0.05 -1.44 -0.33
H 0.44 1.20 -1.73
H -2.13 1.73 -1.53
H -0.34 -2.09 -1.02
H -2.01 0.61 -0.33
H 1.20 0.53 1.46
H 1.93 1.30 -2.05
H -2.03 -1.40 1.13
H 0.12 -0.53 -0.71
O -1.50 1.19 -0.97
O 1.32 1.18 -1.28
H -1.86 -0.04 1.53
H 2.70 -1.65 1.34
O 0.23 0.68 1.54
O -2.53 -0.53 1.03
H 1.74 -1.09 0.35
```

***

No. 7
Computed, not measured: one molecule with the formula C3H3NO2, with wB97M-V/def2-TZVPD.

Calculated values
- Orbital gap (spin up / spin down): 9.618 / 9.619 eV
- Relative energy (zero: lowest compared OMol25 entry of this formula, charge and spin): 383.85 kJ/mol

Geometry as XYZ:
```
9
C3H3NO2 (wB97M-V/def2-TZVPD)
H 1.67 -0.69 0.88
H -0.91 -1.34 0.32
C 0.05 0.70 0.11
O -0.88 0.43 1.08
C -0.44 0.79 -1.28
C 0.65 -0.58 0.51
O 0.01 -1.71 0.41
H 0.73 1.55 0.32
N -0.86 0.81 -2.35
```

***

No. 8
Computed, not measured: one molecule with the formula CH4ClN2P in a non-equilibrium geometry, with wB97M-V/def2-TZVPD.

Calculated values
- Orbital gap (spin up / spin down): 8.153 / 6.946 eV
- Relative energy (zero: lowest compared OMol25 entry of this formula, charge and spin): 244.82 kJ/mol

Geometry as XYZ:
```
9
CH4ClN2P (wB97M-V/def2-TZVPD)
N -0.73 -1.69 1.51
Cl 1.14 0.51 2.61
N 0.08 0.67 0.11
P 0.26 -0.54 1.11
H 0.01 1.53 -1.69
H -0.11 -0.32 -1.76
H -1.49 0.56 -1.34
H 1.23 -1.35 0.70
C -0.38 0.63 -1.25
```

***

No. 9
Computed, not measured: C3H4OS2 as an isolated structure in a non-equilibrium geometry, with wB97M-V/def2-TZVPD.

Calculated values
- Orbital gap (spin up / spin down): 7.480 / 8.653 eV
- ⟨S²⟩: 2.01
- Spin multiplicity: 3
- Relative energy (zero: lowest compared OMol25 entry of this formula, charge and spin): 273.31 kJ/mol

Geometry as XYZ:
```
10
C3H4OS2 (wB97M-V/def2-TZVPD)
H -0.13 -2.02 0.39
H 1.25 -0.72 1.88
C -0.21 -0.95 0.39
S 0.00 1.32 -2.09
C 0.44 -0.10 1.35
H 0.73 0.82 0.91
S -1.39 -0.26 -2.45
C -0.02 -0.37 -1.49
H -0.38 0.07 2.10
O -0.28 2.21 -0.99
```

***

No. 10
Computed, not measured: a 2-piece molecular cluster, C4H13N2O overall in a non-equilibrium geometry, with wB97M-V/def2-TZVPD.

Calculated values
- Orbital gap: 6.374 eV
- Net charge: +1
- Relative energy (zero: lowest compared OMol25 entry of this formula, charge and spin): 614.02 kJ/mol

Geometry as XYZ:
```
20
C4H13N2O (wB97M-V/def2-TZVPD)
H 0.25 3.43 0.76
H 0.88 -0.96 -0.92
C -0.20 0.02 0.67
H 0.61 -3.19 -0.41
H -0.11 0.00 1.76
H 1.77 -0.99 0.60
H -1.11 2.41 0.38
H -1.03 0.72 -3.04
N -0.16 2.51 0.70
H -0.89 -2.46 0.18
C 0.63 1.40 0.41
C 0.79 -1.12 0.16
H 0.35 -2.90 1.34
H -0.69 0.29 -1.59
C 0.19 -2.52 0.34
O -0.29 0.59 -2.43
N -1.37 -0.02 0.05
H 1.57 1.43 0.96
H -2.16 0.04 0.72
H 0.95 1.34 -0.64
```

***

No. 11
Computed, not measured: a 4-piece molecular cluster, C3H11NO3 overall in a non-equilibrium geometry, with wB97M-V/def2-TZVPD.

Calculated values
- Orbital gap: 10.013 eV
- SMILES string: C=CN=C.O.O.O
- Relative energy (zero: lowest compared OMol25 entry of this formula, charge and spin): 248.16 kJ/mol

Geometry as XYZ:
```
18
C3H11NO3 (wB97M-V/def2-TZVPD)
H 0.69 -1.95 -0.12
H -3.28 0.83 0.31
H 0.69 -1.98 1.78
H -1.57 -1.02 -0.18
O -0.18 2.20 0.86
C 0.89 -1.47 0.83
H -2.30 -1.49 -1.44
H 0.45 1.51 1.07
N 1.48 -0.36 0.97
O -1.42 -1.36 -1.08
C 1.62 0.13 -1.45
C 1.99 0.31 -0.20
O -2.43 0.57 0.68
H -0.82 2.16 1.58
H 2.27 0.43 -2.26
H 0.79 -0.51 -1.70
H -1.78 1.16 0.28
H 2.91 0.82 0.08
```

***

No. 12
Computed, not measured: a 2-piece molecular cluster, C7H2Cl5FO2 overall in a non-equilibrium geometry, with wB97M-V/def2-TZVPD.

Calculated values
- Orbital gap: 8.729 eV
- SMILES string: O=C1C=C(Cl)C(=O)C=C1F.ClC(Cl)(Cl)Cl

Geometry as XYZ:
```
17
C7H2Cl5FO2 (wB97M-V/def2-TZVPD)
C -0.48 -0.81 1.44
C -0.13 1.58 1.11
O -0.61 2.70 1.06
O 1.48 -2.08 1.49
C 0.97 -0.99 1.30
C -0.93 -0.72 -2.90
H 1.91 2.26 0.76
C 1.31 1.39 0.93
H -1.06 -1.69 1.59
Cl 0.02 -1.92 -3.77
Cl 0.11 0.16 -1.77
C 1.83 0.18 1.00
Cl -2.21 -1.52 -1.99
C -1.00 0.40 1.37
F 3.11 -0.04 0.85
Cl -1.65 0.42 -4.04
Cl -2.67 0.65 1.57
```

***

Number 1: DFT total energy -2091.9427 a.u.. Number 2: DFT total energy -683.7585 a.u.. Number 3: DFT total energy -2091.3506 a.u.. Number 4: DFT total energy -13315.5461 a.u.. Number 5: DFT total energy -1342.2901 a.u.. Number 6: DFT total energy -458.6334 a.u.. Number 7: DFT total energy -321.2314 a.u.. Number 8: DFT total energy -951.4033 a.u.. Number 9: DFT total energy -988.0873 a.u.. Number 10: DFT total energy -344.5330 a.u.. Number 11: DFT total energy -401.3185 a.u.. Number 12: DFT total energy -2819.2016 a.u..